1.
DFT (ωB97M-V/def2-TZVPD) results for a structure of composition C22H16F12N2O4Re at a distorted geometry.

## Properties
- E_LUMO (alpha / beta): -13.0 / -13.1 eV
- HOMO (alpha / beta): -18.3 / -18.3 eV
- Frontier orbital gap (alpha / beta): 5.3 / 5.2 eV

ORCA input file:
```
! wB97M-V def2-TZVPD RIJCOSX def2/J DEFGRID3
* xyz 3 1
H 3.7276 -2.1962 4.5501
C 0.7906 -0.3968 1.1905
F -0.5866 1.3280 -4.4708
H 2.0333 -2.6403 -4.2684
O -1.2080 0.1680 -2.0583
F -3.1893 1.0213 -3.3823
Re 0.0346 -0.9642 -1.5110
C 1.9405 0.1555 1.8170
O 3.5761 -2.8061 -1.9518
F -3.4442 2.1916 -1.5789
H 2.6228 -3.5723 4.2627
H -0.1067 -2.0201 -4.0573
C -2.6854 2.0002 -2.6468
H 2.1381 -2.2523 5.2940
C -2.1829 -1.3341 1.2737
F -2.6053 3.1140 -3.3617
H -1.4447 4.1507 -1.6203
F 0.9178 1.0497 -2.9017
C 0.9298 -2.3131 2.6051
F -1.8564 -0.5798 2.3300
C -1.2415 1.6027 -2.2032
H -0.0529 4.1745 2.4473
F -0.1219 -4.4641 1.0412
F -2.4266 -0.5039 0.2348
C -0.6965 4.3435 0.3920
C 1.5909 -2.9782 -3.3366
F -1.5637 -3.8488 2.5583
C -0.1789 1.8259 -3.3227
C -1.0034 3.6031 -0.7977
O -0.8026 -2.3271 -0.5344
H -0.8173 6.2809 -0.5060
H -0.4425 6.2961 1.2490
H 1.5987 -4.0612 -3.3321
C -1.2309 -3.7440 1.2739
C -0.1898 1.5692 0.2216
C -0.2164 3.6455 1.5168
H 0.2586 1.7764 2.3536
H 0.5549 -3.2463 2.9935
F 0.2160 3.0558 -3.4484
H 2.3638 1.0776 1.4264
C 2.4941 -2.5035 -2.2136
F -2.2008 -4.2239 0.5153
C -0.7999 2.2710 -0.9044
O 1.7419 -1.5186 -1.4044
H -2.0569 5.9198 0.6637
C -0.9826 5.7920 0.4527
C 2.6989 -2.4931 4.3792
F -3.2799 -2.0061 1.5369
C 2.5803 -0.5304 2.8064
C 0.3161 -1.7033 1.5556
N 0.1966 -2.4308 -3.1748
C -0.0120 2.3075 1.4516
C 2.0703 -1.7610 3.2517
H 3.4948 -0.1349 3.2336
H -0.4609 -3.1835 -2.9676
C -0.9449 -2.2570 0.8978
N 0.1455 0.2746 0.1795
*
```


2.
DFT (ωB97M-V/def2-TZVPD) results for a structure of composition C22H17Br2CuN5O3 at a distorted geometry.

## Properties
- E_LUMO: 2.3 eV
- Relative energy (zero: lowest compared OMol25 entry of this formula, charge and spin): 29.8 kJ/mol
- HOMO: -4.4 eV
- Frontier orbital gap: 6.7 eV

ORCA input file:
```
! wB97M-V def2-TZVPD RIJCOSX def2/J DEFGRID3
* xyz -1 1
O -18.4671 2.1299 -8.2049
H -12.4822 1.7119 -8.1811
C -21.4399 5.8902 -5.5935
C -17.6341 0.9863 -6.3498
H -18.2789 0.1475 -6.6437
C -17.5636 4.8414 -12.3817
H -10.5896 4.6532 -5.5681
H -15.5761 5.6213 -11.8829
C -16.0639 4.6464 -12.0783
C -20.7477 4.3641 -7.1988
C -11.4960 3.2925 -7.0347
C -16.0212 3.2821 -5.7422
H -15.4492 6.5891 -5.6590
C -21.7543 3.7223 -5.2056
C -15.7853 5.6496 -5.9685
C -15.9418 2.0474 -4.9973
C -12.2097 3.5970 -4.7889
C -16.8363 0.9949 -5.2926
N -15.0895 1.8003 -3.8303
H -16.7227 6.3500 -7.9170
N -16.9678 4.4023 -7.6816
N -13.8831 2.0988 -3.8608
C -17.7229 2.1186 -7.2112
H -14.8515 3.7439 -10.6741
H -21.0453 2.2583 -6.7065
N -21.9556 4.9854 -4.8056
C -15.5326 4.5109 -5.2897
H -13.7053 0.8845 -6.3068
Br -22.3246 2.3612 -3.9575
C -12.3503 2.2269 -7.2598
C -13.1507 1.8257 -6.1800
C -16.4555 5.5489 -7.2085
N -15.8669 3.7196 -10.9117
H -21.4616 6.9453 -5.2211
Br -10.1625 3.6224 -8.4367
H -20.1616 4.1324 -8.1263
O -17.8827 5.2236 -13.5056
Cu -17.7726 4.1303 -9.6148
C -11.3621 3.9392 -5.8399
C -20.9194 5.6789 -6.8499
C -21.1824 3.2975 -6.3839
H -12.0840 4.0112 -3.7809
H -15.6145 4.3707 -13.0018
H -16.0767 2.7835 -11.0865
C -13.1386 2.5516 -4.9844
C -16.8614 3.2711 -6.8955
H -16.6639 0.0755 -4.7549
O -18.3663 4.5934 -11.4086
H -20.6335 6.5236 -7.5268
H -15.0625 4.5573 -4.2961
*
```


3.
DFT (ωB97M-V/def2-TZVPD) results for a structure of composition C22H17Br2F7N2O7S2Ti.

## Properties
- E_LUMO: -1.6 eV
- Relative energy (zero: lowest compared OMol25 entry of this formula, charge and spin): 41.6 kJ/mol
- HOMO: -9.4 eV
- Frontier orbital gap: 7.8 eV

ORCA input file:
```
! wB97M-V def2-TZVPD RIJCOSX def2/J DEFGRID3
* xyz 0 1
O -2.8777 0.0678 -2.5716
H 4.9911 -1.1309 4.4143
N -1.4309 -1.3835 -3.9740
C 1.8585 -2.3825 4.1965
H 1.9385 1.5953 -0.9615
O 0.6147 -0.6189 0.6056
F 0.2568 -0.1218 -1.8976
S -0.1878 -2.2967 -4.2004
F 1.8775 -1.9014 -5.7120
C 1.8992 1.3088 1.1717
H 1.5574 5.1560 1.3724
C -2.9544 -0.1494 1.2332
F 0.3319 -0.3930 -5.9046
H 1.1744 -3.0438 4.7117
H 1.5862 3.8029 3.4400
H -2.3279 4.1950 -0.4782
C 1.7946 1.9389 2.4037
C -1.8337 1.6222 0.3731
H -5.0872 -0.2566 0.9689
H -0.8714 2.1080 0.2370
Ti 0.4761 -1.7226 -1.1314
Br -2.7945 -1.7953 2.1611
C -4.1819 0.3016 0.7836
C -3.6413 -2.4333 -2.8794
F -3.1482 -3.6515 -3.0237
H 1.8092 1.3549 3.3147
H 1.7416 4.0375 -0.8316
F -4.4165 -2.3888 -1.8011
H -2.4810 3.2269 -1.9446
C 1.8719 2.0754 0.0076
C 1.4599 -1.7761 3.0112
O -0.3778 -3.3875 -5.0848
F -4.3481 -2.1071 -3.9538
H 4.2823 -0.0457 2.3197
C 2.3263 -0.9276 2.3365
H 3.4347 -2.6277 5.6270
O 2.2777 -1.5378 -0.9096
C 3.1242 -2.1515 4.7062
C 1.6677 3.3210 2.4744
C 1.6488 4.0788 1.3155
C 1.7516 3.4516 0.0784
C -2.9917 2.1752 -0.1552
F 1.6484 -0.3979 -4.1803
C -2.9315 3.4326 -0.9717
S -2.2803 -1.2139 -2.6671
C 2.8712 -0.6600 -0.0818
O -1.6093 -1.7587 -1.4658
H -5.1143 1.8825 -0.3115
C 1.9274 -0.2089 1.0574
N -1.8145 0.4779 1.0589
Br 0.0980 -3.7516 0.1245
O 3.9838 -0.2559 -0.2055
H -3.9266 3.8405 -1.1426
C 3.6031 -0.7012 2.8495
C 1.0059 -1.1534 -5.0534
O 0.4872 -2.6528 -2.9127
C 3.9972 -1.3114 4.0257
C -4.1813 1.4915 0.0763
H 0.4751 -2.0065 2.6227
H -0.0404 -0.6399 1.3287
*
```


4.
DFT (ωB97M-V/def2-TZVPD) results for a structure of composition C22H17Br2FeN3OS.

## Properties
- E_LUMO (alpha / beta): -3.4 / -4.3 eV
- <S²>: 8.77
- Relative energy (zero: lowest compared OMol25 entry of this formula, charge and spin): 0.0 kJ/mol
- HOMO (alpha / beta): -10.7 / -10.8 eV
- Frontier orbital gap (alpha / beta): 7.3 / 6.4 eV

ORCA input file:
```
! wB97M-V def2-TZVPD RIJCOSX def2/J DEFGRID3
* xyz 1 6
C 3.0312 3.7770 -0.6318
H -3.5108 0.9959 0.6999
C 4.8539 2.4402 -1.4497
H 0.7310 1.5573 2.5319
H 4.9800 4.5439 -1.1619
C 2.2328 2.6703 -0.5495
C -1.1816 -1.7331 3.1025
N -3.5794 0.5445 -0.1951
H 2.6490 4.7455 -0.3387
C 1.8985 0.2105 -0.8484
C -1.2758 -1.8808 0.6182
Br -2.5253 -3.9880 -0.7960
C 2.7080 1.3896 -0.9228
C 3.7836 -1.1197 -1.6089
H -4.4613 -1.3535 0.0477
C 4.3583 3.6621 -1.0946
C -4.2358 -0.7372 -2.0489
Br -2.3276 -3.7228 4.8302
H -0.9245 -1.3546 5.2094
H -3.9001 -1.7645 -2.1971
H 5.8753 2.3407 -1.7955
C -1.9711 -3.0602 0.7443
N -0.2243 -0.0354 1.6621
S -1.4564 1.9677 -1.1284
O -0.9397 -1.3152 -0.5323
H -5.0684 -0.5230 -2.7170
C -2.7800 0.8491 -1.2062
C 4.5580 0.0005 -1.7049
Fe 0.0089 0.2981 -0.3694
C -0.7287 -0.9875 4.2113
C -4.5781 -0.4603 -0.5658
H 0.3136 0.7652 4.8569
C -0.0455 0.1848 4.0210
H 5.5857 -0.0736 -2.0388
C -0.8959 -1.2147 1.8285
H -5.5841 -0.0622 -0.4369
C -2.2803 -3.5965 2.0136
C -1.8976 -2.9614 3.1617
H 1.8386 -1.9119 -1.1320
C 0.1914 0.6371 2.7157
C 2.4417 -1.0123 -1.1811
H -2.6035 0.2481 -3.1501
C 4.0480 1.2790 -1.3666
H 1.2166 2.7823 -0.1779
H 4.1895 -2.0888 -1.8636
N -3.1297 0.1894 -2.2948
H -2.8231 -4.5292 2.0648
*
```


5.
DFT (ωB97M-V/def2-TZVPD) results for a structure of composition C22H17Cl5N4O8OsS at a distorted geometry.

## Properties
- E_LUMO (alpha / beta): -5.8 / -8.2 eV
- <S²>: 6.03
- Relative energy (zero: lowest compared OMol25 entry of this formula, charge and spin): 0.0 kJ/mol
- HOMO (alpha / beta): -14.1 / -14.1 eV
- Frontier orbital gap (alpha / beta): 8.3 / 5.9 eV

ORCA input file:
```
! wB97M-V def2-TZVPD RIJCOSX def2/J DEFGRID3
* xyz 2 5
C 0.6725 2.8217 0.0828
C -1.6052 2.4544 0.6582
H 1.0129 -4.8208 -3.0169
C -0.3259 1.9273 0.4679
C 1.7843 -5.0141 -5.0115
H 2.7517 -0.3768 6.2423
O 0.3266 0.1989 2.8066
H 4.1396 -2.0900 -4.1157
N 2.4212 -2.8469 -2.1094
H 1.1521 -5.8565 -5.2557
O -0.5519 -2.3508 -1.9307
C 3.4822 -3.4348 -5.6324
O -1.1584 -0.5051 -0.8265
H -3.5925 -0.4200 -0.4777
H 0.1696 -1.0339 5.2025
C 1.2624 -0.3481 3.4709
Cl 2.2954 2.2513 -0.0358
C -2.6839 -2.3354 -0.8833
C -4.0759 -4.2542 -0.4794
N 2.7969 -0.5777 -2.4652
C 1.0370 -0.4092 5.0016
H 2.8572 -1.1522 4.7229
C 2.4965 -1.6118 -1.7033
O -7.0607 -1.6385 0.6075
H -6.0573 -3.8207 0.2589
H 2.7245 -4.9543 -6.9393
H -4.2178 -5.3257 -0.4723
N 2.2703 -0.9961 5.5934
O 0.2232 -2.0451 1.0492
H 2.7775 0.3538 -2.0801
O 2.3305 -0.8037 3.0682
C -5.1078 -3.4214 -0.0680
Os -0.2524 -0.0839 0.8310
H 0.8374 0.5863 5.3897
C 1.7142 -4.4470 -3.7531
N -5.9718 -1.1521 0.4067
H 2.0242 -3.4930 -1.4391
H 4.1823 -3.0493 -6.3609
C 3.4267 -2.8634 -4.3704
C -1.9131 3.7889 0.4691
O 1.5274 -2.4898 0.6099
Cl -3.4958 4.3604 0.7426
C -3.7080 -1.4934 -0.4725
C 2.6641 -4.5052 -5.9578
H 2.8414 -0.6772 -3.4696
C -0.8935 4.6549 0.0466
C -4.9043 -2.0522 -0.0687
S 2.4131 -1.2475 0.0546
Cl 1.6613 5.2316 -0.6107
O -5.6714 0.0170 0.5743
H 2.1112 -1.8907 6.0527
C -1.3583 -1.7674 -1.2550
C 2.5259 -3.3636 -3.4345
Cl -1.2367 6.2945 -0.2213
C 0.4121 4.1690 -0.1342
H -2.0603 -4.3623 -1.2066
C -2.8668 -3.7159 -0.8883
Cl -2.7995 1.3247 1.1935
*
```


6.
DFT (ωB97M-V/def2-TZVPD) results for a structure of composition C22H17ClCuINS at a distorted geometry.

## Properties
- E_LUMO (alpha / beta): 0.5 / -0.6 eV
- <S²>: 0.75
- HOMO (alpha / beta): -7.9 / -8.0 eV
- Frontier orbital gap (alpha / beta): 8.4 / 7.3 eV

ORCA input file:
```
! wB97M-V def2-TZVPD RIJCOSX def2/J DEFGRID3
* xyz 0 2
C 0.0357 2.1976 0.4192
C -0.4601 -3.3149 -3.8698
C 1.3762 5.6521 0.9114
C -0.6590 -2.0228 0.8066
H 3.1207 1.4666 1.6160
H -1.4793 6.4192 -0.6991
H -0.5794 -2.5439 4.1321
H -0.1906 -5.4083 -4.2148
C -0.8487 4.4493 -0.1944
C -1.3435 -4.0521 -1.3448
C -0.7264 5.8098 -0.2261
S -1.8084 -1.4831 -0.4931
C 0.6737 -2.2504 0.4980
C 2.3640 3.4449 1.3467
H 1.0269 -2.1727 -0.5220
H 2.5919 -2.7779 1.2807
H -2.1572 -1.9163 2.3241
H 2.2381 6.1100 1.3745
C -1.2645 -2.7164 -1.7031
N -1.2062 -0.1156 -1.0634
Cl -3.3122 0.3161 1.1553
H 3.2462 3.9529 1.7069
C -0.2307 -2.4615 3.1140
H 1.7921 -2.9528 3.6048
H -0.9768 -6.0626 -1.9713
C 0.3929 6.4204 0.3579
C -0.8475 -2.3388 -2.9657
H -0.1310 -3.0323 -4.8578
C 1.5533 -2.5912 1.5105
H -0.2185 -0.1671 -1.2824
C -1.1201 -2.1212 2.1069
C -0.9427 -5.0200 -2.2480
H -1.7055 -4.3241 -0.3642
I -2.5983 3.5827 -1.1039
H 0.4718 7.4972 0.3513
H -0.8262 -1.2916 -3.2304
C 1.1015 -2.6932 2.8166
C -0.5008 -4.6514 -3.5094
C 0.1357 3.6068 0.3622
C 1.1039 1.4656 0.8692
Cu -1.7141 1.3762 0.0908
C 2.2886 2.0829 1.3040
C 1.2985 4.2451 0.8880
H 1.0356 0.3870 0.9162
*
```


7.
DFT (ωB97M-V/def2-TZVPD) results for a structure of composition C22H17N8O6S8Ti.

## Properties
- E_LUMO (alpha / beta): 3.8 / 2.5 eV
- <S²>: 0.76
- HOMO (alpha / beta): -1.6 / -1.6 eV
- Frontier orbital gap (alpha / beta): 5.4 / 4.1 eV

ORCA input file:
```
! wB97M-V def2-TZVPD RIJCOSX def2/J DEFGRID3
* xyz -2 2
O -1.3741 0.2642 1.7721
S 1.4792 0.1643 2.5718
C -1.7606 -2.0273 1.3211
H 2.3822 2.6316 3.8147
C -2.9765 4.5549 -3.0740
H 3.2930 -1.4133 -2.7648
C -3.5088 3.4383 -0.6081
H -3.5828 -4.2820 -0.4734
S -0.0733 1.8388 -3.8031
C 0.2820 3.3796 1.9999
S -2.0099 2.3481 -4.2526
C -2.8240 -2.6950 0.8309
O 1.9353 -3.7376 0.5167
N -3.2459 5.6516 -3.3085
N 0.3771 -1.2858 0.1734
S -2.5300 0.9902 -1.1862
C -1.0368 -1.9639 -3.7835
O -0.4457 -0.8460 -0.8782
C -1.4502 -4.2563 -0.3675
H 0.3003 -2.4427 1.8308
H -1.2971 -5.1189 -1.0028
N 0.9271 -4.2297 -0.0401
C 2.3442 3.6130 3.3317
H 1.9038 4.3436 4.0142
H 0.1970 -3.5935 -3.1028
H -2.0578 1.9937 3.2102
C -0.0889 0.0512 -3.7430
H 2.4645 -2.5273 -1.6536
S 2.1868 1.2685 -0.4743
N -4.0437 4.0554 0.2027
N 1.1192 -0.3897 -3.4021
N -0.4219 3.3283 3.1360
O 1.0444 -5.2215 -0.8034
N 1.6088 3.5866 2.0877
H -2.2556 3.5425 4.0924
C -0.3022 -3.6494 0.1683
S -0.4438 3.2332 0.4671
S 4.0174 -1.3530 2.4256
C -0.3320 -2.3632 0.9364
O 6.2679 -1.8689 1.1575
C -2.8628 2.6113 -1.6071
H 2.8751 -3.0707 -3.2766
H -1.9226 -2.5667 -3.9533
H 0.0993 3.1266 3.9752
H 3.3637 3.9313 3.1236
C -2.7006 -3.8041 -0.0698
C 0.1330 -2.5401 -3.3437
H -3.8110 -2.3638 1.1372
C -2.0133 -0.8351 2.1741
C 2.8400 -0.2748 1.7077
H -2.3394 3.4922 2.3199
C 2.5509 -2.2053 -2.6959
C 5.2050 -1.3053 1.1250
H 2.1009 3.3112 1.2460
N -1.1675 -0.6506 -3.9996
O -2.7328 -0.8087 3.1534
C 3.1374 0.1886 0.4160
S 4.6621 -0.3286 -0.2510
C -2.6213 3.1955 -2.8224
Ti -0.2351 0.5157 0.2823
C 1.2303 -1.6958 -3.1760
C -1.8599 3.0649 3.1960
*
```


8.
DFT (ωB97M-V/def2-TZVPD) results for a structure of composition C22H18BBrN8O2Pd.

## Properties
- E_LUMO (alpha / beta): -0.5 / -1.1 eV
- <S²>: 2.01
- HOMO (alpha / beta): -8.8 / -8.8 eV
- Frontier orbital gap (alpha / beta): 8.3 / 7.6 eV

ORCA input file:
```
! wB97M-V def2-TZVPD RIJCOSX def2/J DEFGRID3
* xyz 0 3
C -0.4559 2.6998 2.2650
H -4.5226 -2.3145 0.8349
H -3.2214 -0.6919 -0.9805
N 0.9478 -1.3033 1.6650
H 1.4655 -1.8628 -4.3082
C 1.1659 4.8460 -0.3166
N 1.4197 -0.4733 0.7120
C -0.3684 2.6141 3.6576
H -0.2025 0.7134 4.8313
C -0.2048 -4.3172 -1.8732
C 0.9807 -2.5608 -3.6374
N -1.7107 -0.6842 0.4551
N -1.5581 -1.2632 1.6578
C -2.9082 -1.0282 -0.0055
H -1.1469 -2.5994 -1.0011
Br -0.9868 -5.5062 -0.6177
C -2.6532 -1.9742 1.9640
H -1.9424 5.0462 -1.6139
C 0.6300 -4.8152 -2.8582
H -0.5601 3.5773 1.6439
H 2.3067 3.0181 -0.3114
H -2.7199 -2.5144 2.8945
C 2.1906 5.6168 0.3431
H 3.4957 -3.0057 0.5741
C 2.4739 -1.0718 0.1614
N 0.4699 2.7419 -1.1992
C -0.4800 -2.9659 -1.7680
H 2.9911 -0.6006 -0.6580
C 1.7148 -2.4001 1.7353
H -0.3207 -1.5187 3.5379
H -0.2356 6.4644 -0.4607
H 1.4992 -3.1763 2.4518
C -0.0388 -0.6002 -2.4472
N -0.3081 0.6055 2.7309
C -0.0461 5.4213 -0.6766
C 0.1263 -2.0820 -2.6523
B -0.3012 -0.9283 2.4908
C -3.5512 -1.8586 0.9196
C -0.6877 3.3090 -1.5646
C 1.3757 3.4990 -0.5851
H -0.3682 3.4181 4.3731
N -0.4213 1.4899 1.7215
Pd -0.1477 0.6719 -0.3644
C 2.7129 -2.2977 0.7854
H 0.8255 -5.8765 -2.9258
C -0.2791 1.2583 3.9048
N 3.0056 6.2329 0.8678
O 1.0246 0.0645 -2.3138
C -0.9878 4.6381 -1.3131
H -1.3705 2.6620 -2.1048
C 1.2130 -3.9225 -3.7499
O -1.1976 -0.0964 -2.3459
H 1.8684 -4.2984 -4.5255
*
```


9.
DFT (ωB97M-V/def2-TZVPD) results for a structure of composition C22H18BrNOS6Y.

## Properties
- E_LUMO: 2.3 eV
- Relative energy (zero: lowest compared OMol25 entry of this formula, charge and spin): 10.7 kJ/mol
- HOMO: -4.4 eV
- Frontier orbital gap: 6.7 eV

ORCA input file:
```
! wB97M-V def2-TZVPD RIJCOSX def2/J DEFGRID3
* xyz -1 1
C 2.6582 3.8027 -4.0590
H 3.4775 -3.3934 -0.0614
Br 0.4824 -1.5370 -2.0405
H 1.8270 4.4677 -4.2992
C -5.1998 0.7359 0.3490
C -6.2320 1.4570 -0.2264
C 1.0133 3.3780 0.8823
H 3.2254 4.2669 -3.2490
C 2.6216 -4.0548 0.0858
N 0.9388 1.1309 -2.0628
H 3.0087 1.3360 -5.2777
C 1.3944 2.3051 -2.5004
C 1.9346 2.3741 0.8389
C -5.9780 2.2337 -1.3494
O 3.9965 5.2400 -0.6748
C 1.6048 -3.4258 1.0000
S -2.6840 -0.2467 0.6508
H -5.3824 0.1310 1.2288
H -1.7265 -2.8310 1.2505
H -4.4842 2.8780 -2.7460
C -3.8998 0.7577 -0.1718
S 3.4939 2.7703 0.1172
H 2.9983 -4.9948 0.4970
H -0.0796 -3.9550 -0.2064
C 3.1801 4.4748 -0.2147
H 3.3012 3.7353 -4.9363
C 1.0802 -2.1777 3.0011
C 1.1970 0.0375 -2.7717
H 2.1222 -0.8559 -4.4829
C -3.6405 1.5462 -1.3111
H 2.1938 -4.2674 -0.8946
S -2.0566 1.6604 -2.1014
H -6.7713 2.8096 -1.8117
H 3.0630 -2.7059 2.3919
C -0.6813 -2.8477 1.5298
S -0.6257 3.3057 1.5033
C -4.6983 2.2721 -1.8740
H 1.4171 -1.6521 3.8846
C 2.4195 1.2849 -4.3689
H 1.1337 3.1759 -1.9040
H -7.2266 1.4165 0.2023
C -0.2692 -2.2117 2.6867
S 1.5284 4.9303 0.2151
C 2.0056 -2.7729 2.1602
C 1.9331 0.0577 -3.9383
C 0.2503 -3.4609 0.7019
C 2.1558 2.4459 -3.6523
S 1.7661 0.6985 1.3621
H -0.9909 -1.7089 3.3168
Y -0.5348 1.1376 0.0225
*
```